Entry 1:
ORCA calculation (wB97M-V/def2-TZVPD) on a molecular structure, C46H51Cl7ILaN5O3PSSi3.

XYZ file:
```
119
Properties=species:S:1:pos:R:3:forces:R:3
La 13.564 -5.504 12.772 0.53 0.83 0.93
I 17.474 -2.849 12.035 -0.06 0.22 0.00
C 18.566 -1.339 13.043 -0.15 -0.69 -0.11
C 19.030 -0.405 12.174 0.33 0.90 0.33
C 19.728 0.760 12.598 -0.09 -0.22 0.62
C 19.932 0.894 13.940 -0.23 0.10 -0.22
C 19.467 -0.094 14.871 0.84 1.21 -0.43
C 19.742 0.127 16.216 -0.24 -0.52 1.36
C 19.432 -0.817 17.172 0.42 -0.02 -0.74
C 18.800 -1.996 16.768 0.20 0.30 -0.24
C 18.447 -2.216 15.455 0.21 -0.26 -0.04
P 17.453 -3.782 15.193 0.01 0.77 0.21
C 16.198 -3.351 16.447 -0.70 -0.18 -0.33
C 15.318 -4.375 16.781 -0.22 -1.08 0.52
C 14.302 -4.190 17.697 -0.67 0.93 -0.37
C 14.045 -2.892 18.139 -1.09 0.22 1.60
C 14.850 -1.826 17.797 0.61 -0.84 -0.92
C 15.916 -2.081 16.921 -0.64 -0.03 0.67
C 18.533 -4.859 16.194 0.69 0.34 -0.35
C 19.814 -5.075 15.649 -0.06 -0.91 0.84
C 20.705 -5.918 16.331 0.30 0.87 -1.76
C 20.355 -6.501 17.514 -0.17 -0.29 0.93
C 19.123 -6.204 18.094 0.04 0.10 -0.33
C 18.201 -5.388 17.438 0.32 -0.25 0.19
C 18.822 -1.256 14.463 -0.99 -1.11 -0.75
H 18.823 -0.505 11.138 -0.16 -0.18 -0.72
H 20.040 1.526 11.882 -0.05 -0.37 0.26
H 20.428 1.763 14.358 0.02 0.01 -0.06
H 20.174 1.065 16.493 0.41 0.38 0.17
H 19.753 -0.743 18.195 -0.09 0.41 0.33
H 18.529 -2.734 17.512 0.13 0.06 -0.02
H 15.416 -5.367 16.340 0.18 0.24 0.02
H 13.575 -4.958 17.955 0.38 -0.12 -0.12
H 13.181 -2.708 18.831 0.80 -0.26 -0.71
H 14.672 -0.820 18.142 -0.15 0.11 0.04
H 16.507 -1.263 16.611 0.49 0.75 -0.24
H 20.139 -4.657 14.698 -0.36 0.03 0.15
H 21.679 -6.091 15.850 -0.38 -0.10 0.40
H 21.047 -7.178 18.007 -0.10 0.09 0.05
H 18.901 -6.601 19.067 -0.21 -0.19 0.28
H 17.241 -5.143 17.906 0.49 -0.22 -0.21
C 19.396 -10.955 11.804 -0.01 0.50 -0.48
Si 18.146 -9.701 12.542 0.67 0.54 -0.41
C 18.989 -9.079 14.163 -0.14 0.46 -0.52
C 16.707 -10.726 13.193 0.33 -0.09 -0.05
C 17.642 -8.447 11.257 -0.18 -0.36 -0.20
Si 18.862 -7.156 10.779 0.06 -0.60 0.54
C 19.475 -6.195 12.296 0.00 -0.68 0.22
C 20.488 -7.768 9.956 -0.52 -0.20 -0.19
C 18.345 -5.777 9.586 0.01 -0.62 -0.12
Si 16.189 -8.857 10.242 -0.02 0.25 1.18
C 15.716 -7.671 8.857 -0.87 0.02 1.20
C 16.298 -10.541 9.337 0.42 0.42 -0.28
C 14.428 -9.102 11.233 0.44 0.46 -0.25
C 13.917 -10.392 11.207 -1.09 0.24 0.59
C 12.641 -10.670 11.728 0.55 0.24 -0.71
C 11.891 -9.639 12.252 0.20 -0.43 0.15
C 12.508 -8.400 12.373 -0.51 -0.70 -0.52
N 13.692 -8.118 11.855 0.56 0.16 -0.17
H 19.627 -11.759 12.470 -0.01 -0.79 0.64
H 20.366 -10.540 11.525 -0.02 0.42 0.07
H 19.005 -11.366 10.873 -0.20 -0.14 -0.06
H 19.681 -9.786 14.655 -0.45 0.03 -0.22
H 19.571 -8.178 13.923 -0.18 -0.21 0.29
H 18.178 -8.779 14.848 0.39 -0.05 -0.05
H 15.869 -10.064 13.262 -0.70 0.39 0.09
H 16.876 -11.116 14.199 0.20 -0.14 -0.07
H 16.456 -11.532 12.513 -0.17 -0.30 -0.08
H 20.311 -6.722 12.800 -0.46 0.34 -0.17
H 18.622 -6.089 12.967 0.04 -0.11 0.30
H 19.785 -5.195 12.056 0.39 0.60 -0.29
H 21.199 -8.411 10.471 -0.25 -0.18 0.30
H 21.036 -6.898 9.650 0.44 0.75 -0.16
H 20.187 -8.254 9.029 0.04 -0.31 -0.20
H 17.501 -5.264 10.012 -0.60 0.27 0.07
H 18.093 -6.078 8.563 0.11 0.07 0.19
H 19.165 -5.070 9.566 0.30 0.21 -0.12
H 16.615 -7.503 8.328 0.82 0.27 -0.98
H 15.354 -6.720 9.260 0.25 -0.12 -0.07
H 14.931 -8.069 8.221 -0.03 -0.29 -0.27
H 17.086 -10.385 8.576 -0.08 -0.18 0.40
H 15.405 -10.800 8.777 -0.35 -0.12 -0.05
H 16.582 -11.368 9.991 0.09 -0.03 -0.09
H 14.496 -11.162 10.743 0.11 -0.36 -0.03
H 12.233 -11.668 11.639 -0.06 -0.07 0.08
H 10.875 -9.821 12.576 0.04 0.20 0.25
H 11.942 -7.630 12.890 0.03 0.22 -0.01
Cl 14.636 -4.671 10.369 -0.27 0.00 -0.11
Cl 15.828 -6.292 13.976 -0.24 -0.24 -0.12
O 13.909 -1.079 13.971 -0.29 -1.20 -0.17
N 13.843 -2.290 13.688 1.18 0.19 2.51
O 13.652 -2.701 12.561 -1.14 -0.36 -3.11
O 14.039 -3.208 14.543 -0.02 0.51 0.28
C 8.508 -2.296 12.437 -1.00 -0.15 0.08
C 9.907 -2.440 11.942 0.62 0.37 0.08
C 10.239 -3.717 11.298 0.61 -0.69 -0.48
N 10.754 -4.712 11.923 0.64 -0.69 -0.12
N 11.309 -5.688 11.093 -0.21 0.45 0.38
C 11.202 -5.388 9.833 -0.08 0.36 0.17
N 11.740 -6.123 8.824 0.46 -1.21 0.54
S 10.288 -3.938 9.584 0.09 0.15 -0.66
H 8.436 -1.289 12.830 -0.47 0.19 0.13
H 8.245 -3.003 13.232 0.32 0.10 -0.07
H 7.775 -2.458 11.634 0.10 0.28 0.12
H 10.605 -2.373 12.765 0.12 0.08 0.32
H 10.187 -1.609 11.286 -0.18 -0.18 -0.11
H 12.420 -6.812 9.188 -0.55 0.52 -0.23
H 12.155 -5.621 8.063 0.04 0.43 -0.18
Cl 12.838 -8.720 15.485 0.31 -0.15 -0.11
C 11.671 -7.463 15.777 -0.20 -0.57 0.15
C 11.787 -6.261 15.111 0.69 -0.31 -0.36
C 10.919 -5.312 15.583 -0.61 0.95 0.13
Cl 11.188 -3.677 15.020 -0.47 0.24 0.13
C 9.892 -5.519 16.508 0.64 -0.37 -0.12
Cl 8.857 -4.310 17.116 -0.28 0.87 -0.16
C 9.761 -6.792 17.043 -0.71 0.38 0.13
Cl 8.443 -7.142 18.100 -0.08 -0.13 0.21
C 10.664 -7.756 16.701 0.67 -1.23 0.16
Cl 10.551 -9.329 17.496 0.10 0.48 -0.38
```
Positions in Å, forces in eV/Å.

energy above the lowest of the compared OMol25 structures with the same formula, charge and spin = 39.5 kJ/mol
calculated total energy = -7441.8324 hartree
total charge = -2
HOMO-LUMO gap = 4.909 eV
highest occupied orbital energy = -1.61 eV

Entry 2:
ORCA calculation (wB97M-V/def2-TZVPD) on a molecular structure, C6H6Br3N.

XYZ file:
```
16
Properties=species:S:1:pos:R:3:forces:R:3
N -0.568 0.791 -2.266 0.07 -0.13 1.30
C -1.667 1.580 -2.130 1.52 -1.00 1.46
C -2.080 2.037 -0.874 0.61 -0.71 1.46
C -1.331 1.683 0.314 0.33 1.29 -2.50
C -0.110 1.052 0.089 -0.99 -0.69 0.99
C 0.161 0.496 -1.129 -0.79 1.49 -2.56
H -2.221 1.827 -3.023 0.06 0.01 -0.11
H -2.975 2.639 -0.815 -0.08 0.02 0.17
H -1.493 2.086 1.302 -0.62 0.01 -0.06
H 0.576 0.835 0.895 -0.11 0.19 0.10
H 1.096 -0.031 -1.251 -0.09 -0.34 -0.34
C 2.250 -3.038 1.831 -0.54 0.27 -0.16
Br 0.812 -4.191 2.482 0.32 0.32 -0.52
Br 1.785 -1.134 2.238 0.60 -1.38 -0.18
Br 2.677 -3.256 -0.101 -0.35 0.09 1.38
H 3.090 -3.377 2.438 0.07 0.58 -0.43
```
Positions in Å, forces in eV/Å.

energy above the lowest of the compared OMol25 structures with the same formula, charge and spin = 74.9 kJ/mol
calculated total energy = -8008.9861 hartree
HOMO-LUMO gap = 9.121 eV
highest occupied orbital energy = -9.67 eV

Entry 3:
ORCA calculation (wB97M-V/def2-TZVPD) on a molecular structure, C36H30CoN8OSe.

XYZ file:
```
77
Properties=species:S:1:pos:R:3:forces:R:3
Co -0.522 -0.226 0.442 -0.62 0.87 0.18
Se 4.889 -0.326 5.995 -0.21 0.02 -0.22
N 3.136 -0.267 6.035 -1.09 0.03 0.11
C 2.676 -0.150 4.802 1.15 -0.10 0.70
C 1.287 -0.084 4.451 -0.71 0.13 -0.78
C 0.268 -0.109 5.401 -0.34 0.01 -0.26
C -1.041 -0.062 4.965 0.45 0.03 0.07
C -1.290 -0.021 3.597 -0.36 0.08 -0.04
N -0.344 0.017 2.676 0.38 -0.32 -1.05
C 0.944 0.015 3.081 -0.75 -0.25 1.24
C 1.954 0.130 2.071 1.15 0.00 -0.82
N 1.541 0.332 0.795 -0.37 -0.77 0.12
C 2.471 0.525 -0.134 -0.11 0.22 -0.13
C 3.836 0.448 0.111 0.15 0.04 0.51
C 4.277 0.193 1.398 -0.38 0.09 -0.44
C 3.328 0.062 2.409 -0.72 0.19 -0.69
C 3.686 -0.100 3.791 0.70 -0.13 1.15
N 4.923 -0.178 4.246 0.09 0.09 -1.13
H 0.522 -0.160 6.448 0.03 -0.03 0.11
H -1.861 -0.059 5.666 -0.09 -0.04 -0.01
H -2.308 -0.011 3.243 0.00 -0.01 -0.07
H 2.120 0.779 -1.124 -0.09 -0.14 -0.08
H 4.539 0.602 -0.691 0.01 0.01 -0.13
H 5.325 0.121 1.637 0.13 -0.01 0.05
C 0.151 -0.203 -2.940 0.48 0.21 -0.30
N -0.721 -0.267 -1.788 -0.45 -0.35 1.53
C -1.967 -0.494 -2.053 0.23 -0.08 0.16
C -2.947 -0.539 -1.046 -0.49 -0.19 0.28
C -4.343 -0.712 -1.135 0.57 0.10 -0.10
C -4.830 -0.580 0.150 0.25 0.11 0.40
C -3.714 -0.350 0.975 -0.56 -0.12 0.21
N -2.587 -0.331 0.274 1.67 -0.34 -0.74
C 0.320 1.196 -3.491 0.00 -0.10 -0.04
C 0.457 2.286 -2.644 0.01 0.01 -0.03
C 0.674 3.553 -3.161 0.05 0.03 0.03
C 0.777 3.739 -4.530 0.00 0.06 -0.03
C 0.632 2.655 -5.379 0.01 0.03 -0.10
C 0.396 1.392 -4.864 0.04 0.02 0.11
H -0.246 -0.847 -3.736 0.19 -0.01 0.14
H 1.138 -0.583 -2.667 -0.14 -0.12 -0.10
H -2.292 -0.639 -3.083 0.06 0.02 -0.03
H -4.907 -0.928 -2.021 -0.08 0.04 -0.27
H -5.852 -0.635 0.474 -0.13 -0.02 0.06
H -3.749 -0.199 2.036 0.04 0.00 0.17
H 0.387 2.135 -1.578 -0.07 0.06 0.16
H 0.772 4.398 -2.495 0.04 0.07 0.09
H 0.975 4.720 -4.935 -0.03 0.07 -0.01
H 0.701 2.794 -6.447 0.00 0.01 -0.10
H 0.282 0.553 -5.534 -0.02 -0.12 -0.09
C -2.049 5.319 -0.459 -0.18 -0.06 -0.13
N -1.373 4.192 0.143 0.29 0.24 0.20
C -1.644 2.895 -0.119 -0.31 0.17 -0.29
N -2.684 2.659 -0.942 0.05 0.07 0.06
O -0.935 2.004 0.366 0.68 -0.85 0.44
H -1.571 6.241 -0.141 0.00 -0.05 0.01
H -3.098 5.358 -0.152 0.02 0.08 -0.01
H -1.999 5.261 -1.550 0.00 0.09 0.02
H -0.581 4.361 0.742 -0.07 -0.14 -0.06
H -3.295 3.400 -1.231 -0.02 -0.05 -0.03
H -2.969 1.707 -1.101 -0.05 -0.15 0.04
C 1.979 -4.726 -2.039 -0.25 -0.34 0.16
C 2.264 -3.360 -1.959 -0.10 0.55 0.28
C 1.569 -2.555 -1.090 0.32 0.02 -0.35
C 0.536 -3.047 -0.270 0.01 0.18 -0.05
C -0.252 -2.218 0.587 -0.90 0.04 0.46
C -1.111 -2.855 1.472 0.41 0.99 -0.32
C -1.266 -4.246 1.498 0.28 -0.61 -0.24
C -0.594 -5.036 0.604 -0.33 0.21 0.36
C 0.311 -4.457 -0.303 -0.03 0.32 0.24
C 1.031 -5.260 -1.210 0.31 0.03 -0.30
H 2.528 -5.351 -2.726 0.02 -0.10 -0.07
H 3.041 -2.941 -2.580 0.11 0.08 -0.03
H 1.841 -1.517 -0.996 -0.07 -0.03 -0.13
H -1.708 -2.290 2.176 -0.07 0.14 -0.12
H -1.933 -4.694 2.220 -0.08 0.00 0.05
H -0.727 -6.108 0.604 -0.05 -0.09 -0.03
H 0.827 -6.319 -1.233 -0.04 -0.16 0.03
```
Positions in Å, forces in eV/Å.

energy above the lowest of the compared OMol25 structures with the same formula, charge and spin = 115.9 kJ/mol
calculated total energy = -5687.1872 hartree
total charge = +1
HOMO-LUMO gap (spin up / spin down) = 6.562 / 6.595 eV
highest occupied orbital energy (spin up / spin down) = -10.15 / -10.15 eV

Entry 4:
ORCA calculation (wB97M-V/def2-TZVPD) on a gas-phase ion, C4H12NS (charge +1).

XYZ file:
```
18
Properties=species:S:1:pos:R:3:forces:R:3
C -0.740 -2.219 0.269 1.67 -3.69 1.35
C 1.192 0.626 -1.486 1.02 -2.94 0.28
C 1.024 0.897 1.462 -2.62 0.34 -0.64
C -1.320 0.950 -0.228 -1.96 0.71 0.05
N 0.155 -1.306 -0.320 0.82 -0.12 -0.54
S 0.233 0.151 -0.047 2.40 0.46 -2.02
H -1.473 -1.701 0.837 -1.27 -0.22 0.44
H -0.091 -2.890 1.012 -1.64 1.29 -1.26
H -1.103 -2.977 -0.498 0.06 1.34 0.94
H 0.546 0.809 -2.251 -2.46 0.62 -1.88
H 1.757 -0.254 -1.935 -0.54 0.77 1.50
H 1.798 1.446 -1.448 1.69 2.25 0.89
H 0.260 0.618 2.165 -0.02 -0.82 0.95
H 0.807 1.961 1.477 0.75 0.38 -0.62
H 2.006 0.585 1.737 0.58 -0.36 -0.27
H -1.424 1.768 0.489 -0.03 -0.05 -0.06
H -2.098 0.164 0.028 0.89 0.90 -0.37
H -1.528 1.372 -1.265 0.64 -0.87 1.27
```
Positions in Å, forces in eV/Å.

SMILES string = C[N+]#S(C)(C)C
energy above the lowest of the compared OMol25 structures with the same formula, charge and spin = 411.2 kJ/mol
calculated total energy = -612.1481 hartree
total charge = +1
HOMO-LUMO gap = 10.523 eV
highest occupied orbital energy = -13.71 eV